Record 1
{"formula": "C4H6NO", "method": "ωB97M-V/def2-TZVPD", "charge": 1, "gap_ha": [0.39935, 0.24809], "fmax_ev_per_a": 8.8, "e_homo_ev": [-13.75, -15.83], "spin_multiplicity": 3, "species": ["C", "C", "C", "C", "N", "O", "H", "H", "H", "H", "H", "H"], "xyz": [[-0.962686, 0.039790, 1.636263], [0.437136, -0.787959, -0.447199], [0.061694, 0.439957, -1.265722], [0.360138, -0.285594, 1.017422], [-0.557279, 0.917355, 0.802267], [-0.641651, 1.389503, -0.483730], [-1.785300, -0.226683, 2.319520], [-0.170503, -1.631435, -0.600646], [1.345915, -1.075708, -0.760026], [0.965952, 1.108113, -1.710768], [-0.390289, 0.263205, -2.175495], [1.336873, -0.150542, 1.668114]], "forces_ev_per_a": [[-3.1, -5.8, 3.3], [-2.0, 1.9, 1.5], [4.3, 2.2, -1.0], [-0.1, 1.6, 0.0], [5.8, 6.0, -2.5], [-2.6, -2.1, 1.2], [0.6, 0.3, -0.5], [-1.3, -0.9, -0.2], [3.6, -1.0, -0.5], [-1.2, -1.7, 1.4], [-2.0, -0.5, -1.6], [-2.1, -0.2, -1.1]]}



Record 2
{"formula": "CH3N3O3", "method": "ωB97M-V/def2-TZVPD", "gap_ha": 0.37874, "fmax_ev_per_a": 4.1, "e_homo_ev": -10.02, "spin_multiplicity": 1, "species": ["C", "N", "N", "N", "O", "O", "O", "H", "H", "H"], "xyz": [[1.089311, -1.066818, -0.879203], [-0.021081, -0.308452, -0.579993], [0.020506, 0.467186, 0.643452], [-1.073169, 1.206795, 0.884287], [2.023607, -1.155291, -0.129599], [-1.858219, 1.283647, -0.033334], [-1.138355, 1.620054, 2.024612], [1.047886, -1.727034, -1.849250], [-0.837702, -0.320559, -1.351166], [0.747214, 0.000473, 1.270194]], "forces_ev_per_a": [[-0.9, -0.7, -0.7], [-1.4, -0.5, -2.7], [1.9, -2.5, -2.6], [0.5, -1.4, 1.2], [0.7, 0.1, 0.6], [-0.5, 0.8, 0.1], [-0.5, 0.7, -0.2], [-0.4, 1.5, 1.4], [2.3, 0.8, 3.2], [-1.7, 1.3, -0.3]]}



Record 3
{"formula": "C7H9NO", "method": "ωB97M-V/def2-TZVPD", "gap_ha": [0.28383, 0.29756], "fmax_ev_per_a": 5.6, "e_homo_ev": [-7.27, -7.99], "spin_multiplicity": 1, "species": ["C", "C", "C", "C", "C", "C", "C", "N", "O", "H", "H", "H", "H", "H", "H", "H", "H", "H"], "xyz": [[-0.052859, 1.556018, -0.594843], [-1.389465, -0.625777, -1.261631], [1.233792, 0.310207, 1.403198], [-1.332725, 0.720779, -0.604740], [1.063057, 0.644241, -0.105071], [-1.026486, -0.547767, 0.244690], [0.415732, -0.577620, 0.540847], [1.244775, -2.765261, 0.242465], [1.955562, -2.979923, 1.120648], [0.248358, 2.107370, -1.586406], [-0.191735, 2.353644, 0.142229], [-2.376511, -1.127989, -1.385188], [-0.641583, -0.839362, -1.860873], [2.172034, 0.023113, 1.646687], [0.814645, 1.025112, 2.086175], [-2.296370, 1.144833, -0.206890], [1.962006, 0.591226, -0.751116], [-1.802227, -1.012844, 0.929820]], "forces_ev_per_a": [[0.3, 1.3, -1.1], [-3.8, 0.9, 4.0], [-3.1, 1.3, -1.8], [-1.4, -0.3, 1.8], [0.6, -1.3, -0.2], [-0.7, -0.8, 0.0], [0.6, 0.1, -0.9], [0.1, 0.9, 0.7], [-0.3, 0.0, -0.5], [-0.7, -1.2, 1.7], [-0.1, 0.1, -0.1], [1.0, 0.7, -0.4], [3.4, -1.3, -3.0], [2.9, -1.1, 0.8], [-0.5, 0.0, 0.4], [1.1, 0.0, -1.1], [-0.6, -0.2, 0.6], [1.1, 0.9, -0.8]]}



Record 4
{"formula": "CH4N2O", "method": "ωB97M-V/def2-TZVPD", "gap_ha": 0.23613, "fmax_ev_per_a": 10.5, "e_homo_ev": -10.03, "spin_multiplicity": 1, "species": ["N", "C", "N", "O", "H", "H", "H", "H"], "xyz": [[1.502777, 0.675744, -0.864910], [0.393769, -0.059022, -0.778494], [-1.020821, -0.283015, 1.253544], [-0.170770, -0.580175, -1.711418], [-0.087773, -0.097339, 0.296352], [1.970532, 0.525325, -1.753624], [-1.299233, 0.662218, 1.502614], [-1.288481, -0.843737, 2.055936]], "forces_ev_per_a": [[-1.7, 0.0, 3.5], [5.4, 1.6, -8.9], [-1.3, 1.9, -2.5], [-1.8, -0.7, 2.6], [-2.7, -1.4, 5.7], [-0.4, -0.6, -0.1], [0.6, 0.2, -0.4], [2.0, -1.0, 0.0]]}